40
Properties=species:S:1:pos:R:3 method="wB97M-V/def2-TZVPD" smiles="CCOCC[C@H]1[C@H](CNC)OC[C@@H]1S(C)(=O)=O"
S 0.55 -1.50 -3.42
O 1.55 -2.70 -3.67
O -2.11 2.45 0.88
O 2.08 -1.89 -0.36
O 1.27 -0.24 -3.99
N 2.33 1.54 1.57
C 0.82 -2.59 -0.76
C -1.73 1.67 -0.35
C -2.37 1.05 3.08
C 2.82 0.38 0.72
C -0.96 -1.87 -4.54
C -3.03 1.66 1.72
C 0.48 0.09 -0.88
C 2.30 1.18 3.05
C 1.60 -0.58 0.17
C -0.73 0.48 0.16
C 0.08 -1.36 -1.61
H 0.89 0.90 -1.62
H -3.17 0.29 3.54
H -1.62 -2.76 -4.09
H -1.25 2.46 -1.08
H 2.92 1.98 3.68
H 0.91 -0.97 1.07
H 0.91 -3.64 -1.27
H -0.20 0.90 1.15
H -1.61 -0.91 -4.74
H -3.87 2.43 2.08
H -1.07 -1.54 -1.54
H -1.36 -0.46 0.44
H 0.09 -2.78 0.16
H 2.67 0.09 3.29
H -3.63 0.85 1.08
H 3.39 0.78 -0.24
H 3.58 -0.33 1.27
H -2.03 1.85 3.86
H -0.49 -2.18 -5.59
H 2.91 2.40 1.41
H -2.69 1.24 -0.90
H -1.41 0.37 2.89
H 1.18 1.25 3.41

77
Properties=species:S:1:pos:R:3 method="wB97M-V/def2-TZVPD" spin_multiplicity=5
I -0.91 -5.39 -2.81
Ru -0.79 0.57 -0.55
Si 0.74 -0.49 0.87
Si 1.45 0.47 2.97
Si 0.22 0.48 -2.72
Si 2.19 -2.40 0.38
O -1.29 7.04 0.54
O -3.18 5.96 0.06
O -3.75 3.53 -0.58
O -2.67 1.62 -0.87
O -2.43 -0.66 0.78
O -1.36 -2.41 -0.28
N -0.26 2.71 -0.18
N -3.30 -3.80 -0.26
N 0.25 4.80 0.24
C -1.13 -4.71 -0.09
C 0.45 2.10 3.12
C 0.73 3.55 0.07
C 0.91 -0.68 4.40
C -0.22 2.22 -3.48
C -3.70 -1.00 1.32
C -2.72 2.83 -0.56
C -3.05 -1.15 -1.60
C 2.15 0.36 -2.89
C -1.42 3.46 -0.20
C -2.01 -1.12 -0.48
C 1.89 -3.19 -1.33
C 4.04 -1.92 0.51
C -1.95 -3.62 -0.22
C -1.89 6.03 0.24
C 2.16 3.18 0.11
C -0.41 -0.84 -3.99
C -1.11 4.78 0.08
C 3.31 0.84 3.28
C 1.85 -3.66 1.79
H 2.43 0.53 -3.93
H 1.95 -4.27 -1.29
H 1.00 2.96 2.75
H -1.48 -0.82 -4.12
H 0.91 -2.93 -1.71
H 2.63 -2.86 -2.06
H 3.78 1.36 2.45
H 2.45 -3.44 2.67
H 0.81 -3.66 2.09
H -1.28 2.44 -3.40
H 2.11 -4.67 1.48
H 0.18 2.32 4.15
H -3.67 -0.67 2.36
H -3.86 -2.09 1.30
H 4.29 -1.53 1.49
H 0.04 2.25 -4.54
H -3.87 -3.09 -0.68
H -3.51 5.03 -0.20
H 2.68 3.73 0.90
H 4.67 -2.79 0.33
H 2.64 3.41 -0.84
H -0.17 -0.82 4.41
H 2.51 -0.63 -2.62
H -3.60 -4.74 -0.46
H 3.85 -0.08 3.43
H 1.19 -0.28 5.37
H 0.33 3.02 -2.98
H -0.47 2.02 2.55
H -3.05 -0.20 -2.11
H 3.45 1.45 4.17
H -2.79 -1.93 -2.31
H 2.24 2.11 0.30
H -4.07 -1.29 -1.23
H 2.68 1.08 -2.28
H 1.36 -1.67 4.33
H -4.52 -0.48 0.81
H -0.12 -1.84 -3.69
H 0.75 5.65 0.45
H -0.08 -4.58 0.05
H 4.31 -1.17 -0.23
H 0.04 -0.66 -4.96
H -1.56 -5.66 0.13

DFT (ωB97M-V/def2-TZVPD) results for a structure of composition C61H57AlClNO7P2SSb2.

Geometry as XYZ:
```
133
C61H57AlClNO7P2SSb2, DFT ωB97M-V/def2-TZVPD
Sb -0.28 -1.59 -0.20
Sb 2.75 0.02 -1.54
Cl 3.50 -3.14 8.09
S 0.35 3.18 -2.45
P -1.63 2.09 0.16
P -2.77 0.78 -2.15
Al 0.78 1.74 -0.54
O 2.96 -0.98 2.66
O 1.44 3.23 -1.32
O 1.98 1.75 3.19
O -0.82 3.87 -1.97
O 0.85 3.58 -3.72
O 0.13 1.65 -2.33
O 1.24 1.61 1.11
N -2.92 2.01 -0.95
C 0.80 -3.27 -1.07
C 3.33 -2.46 6.49
C -5.53 0.50 -1.44
C 1.73 -0.44 2.22
C 4.76 1.11 0.43
C -3.79 -4.26 0.11
C -3.79 3.19 -1.09
C 3.06 -1.43 3.95
C -1.74 3.67 1.06
C -6.15 -0.88 -3.76
C 4.78 -3.04 3.04
C -2.17 0.97 1.52
C 3.05 1.33 -4.30
C -2.19 -2.54 -0.44
C -0.01 -2.24 1.84
C -0.71 4.60 0.97
C -4.30 -2.67 -1.62
C -2.48 3.17 -5.54
C -1.63 0.71 -4.62
C -1.30 1.12 -5.90
C 5.12 0.46 -3.43
C -7.12 -0.69 -2.79
C -3.07 -2.06 -1.42
C -6.81 0.00 -1.63
C 2.65 -2.00 -2.24
C -2.40 1.52 -3.79
C 1.03 -3.06 2.25
C -4.87 -0.38 -3.56
C 5.07 1.45 -5.62
C 6.67 0.04 1.40
C -1.72 2.36 -6.36
C 3.71 1.70 -5.47
C -4.66 -3.77 -0.85
C -2.79 3.91 1.96
C -3.22 0.07 1.37
C -0.88 -1.73 2.80
C -2.82 5.07 2.71
C 2.45 -1.42 6.28
C 3.76 0.71 -3.28
C 5.87 1.16 1.25
C -0.72 -2.04 4.14
C 3.96 -2.47 4.17
C -2.01 0.34 3.85
C -3.09 -0.52 3.70
C -2.56 -3.64 0.32
C 1.69 1.09 2.23
C 4.44 -0.06 -0.25
C -1.56 1.09 2.77
C 0.33 -2.86 4.54
C 6.36 -1.13 0.73
C 1.20 -3.38 3.59
C 2.30 -3.07 -1.21
C -0.73 5.75 1.74
C -3.68 -0.67 2.45
C 5.24 -1.19 -0.09
C 4.09 -2.98 5.45
C -1.78 5.99 2.61
C -2.83 2.75 -4.26
C -4.54 0.33 -2.40
C 5.77 0.83 -4.59
C 2.32 -0.90 5.00
H 3.16 2.20 -6.26
H -4.51 -1.35 2.32
H 5.77 -2.57 3.01
H 0.47 -3.09 5.59
H -3.64 5.25 3.40
H -1.80 6.89 3.21
H 6.99 -2.01 0.84
H -4.06 -5.12 0.71
H -1.44 2.69 -7.35
H -2.81 4.15 -5.89
H -4.98 -2.29 -2.37
H 4.30 -2.85 2.08
H 0.34 -3.47 -2.04
H 4.78 -3.79 5.65
H -3.46 -1.08 4.55
H 1.92 -1.99 -3.06
H -1.26 -0.24 -4.24
H 1.88 -1.02 7.10
H -3.22 4.07 -1.38
H 3.63 -2.17 -2.69
H -1.41 -1.64 4.87
H -8.12 -1.08 -2.94
H 2.77 -4.01 -1.51
H -7.56 0.16 -0.87
H -1.70 -1.09 2.50
H -4.55 2.98 -1.85
H 0.11 4.43 0.28
H 1.67 -0.05 4.83
H -3.67 -0.07 0.40
H 4.14 2.00 0.32
H -2.80 -1.20 -2.02
H -4.12 -0.53 -4.33
H -1.54 0.46 4.82
H 2.02 -4.02 3.90
H 5.00 -2.11 -0.61
H 1.74 -3.47 1.53
H -4.31 3.40 -0.16
H 6.83 0.63 -4.70
H 0.57 -4.12 -0.42
H 5.68 -0.01 -2.63
H -5.30 1.04 -0.52
H 6.11 2.08 1.78
H 0.90 -0.81 2.84
H 1.57 -0.79 1.20
H 7.54 0.07 2.05
H 4.92 -4.11 3.17
H 2.74 -2.82 -0.24
H -5.62 -4.25 -1.01
H 0.08 6.46 1.66
H -3.43 3.41 -3.64
H -0.69 0.48 -6.53
H -6.38 -1.42 -4.67
H -0.75 1.80 2.92
H 2.00 1.55 -4.21
H -3.58 3.18 2.08
H 5.58 1.74 -6.52
H -1.89 -4.03 1.08
```

The calculation returns the following DFT total energy values, one per record and in order: -32287.010, -80370.293, -141613.919 eV.
The calculation returns the following relative energy (zero: lowest compared OMol25 entry of this formula, charge and spin) values, one per record and in order: 172.6, 60.0, 64.8 kcal/mol.